# 1
Computed, not measured: 2 unconnected molecules or ions with the total composition C7H18N2O3PS, with the ωB97M-V functional and the def2-TZVPD basis.

Computed properties:
Charge: +1
Frontier orbital gap in eV: 8.59

CARTESIAN COORDINATES (ANGSTROEM)
C 1.463 -0.878 -0.790
C -2.861 1.040 -1.044
C -2.443 1.732 1.345
C -0.569 0.503 0.132
C 4.818 -1.493 0.881
C -0.042 -0.836 -0.418
C -2.120 0.616 0.282
N 2.275 0.057 -1.119
N -0.271 -1.937 0.507
O 2.038 -1.957 -0.399
O 4.977 -1.891 -0.430
O 4.758 -0.054 0.898
P 4.845 0.679 -0.437
S 4.424 2.487 0.614
H -3.901 1.247 -0.911
H -2.605 0.353 -1.792
H -2.572 2.022 -1.314
H -2.454 1.393 2.394
H -1.692 2.344 1.288
H -3.391 2.133 1.159
H -0.253 1.218 -0.537
H -0.130 0.652 1.089
H 3.762 -1.877 1.198
H 5.575 -1.768 1.671
H -0.595 -0.951 -1.347
H -2.587 -0.351 0.516
H 2.005 0.950 -1.280
H -1.169 -2.387 0.298
H -0.083 -1.661 1.418
H 1.200 -2.462 -0.070
H 5.236 -2.766 -0.530
H 4.371 3.282 -0.472

# 2
Computed, not measured: 2 unconnected molecules or ions with the total composition C7H18N2OS, with the ωB97M-V functional and the def2-TZVPD basis.

Computed properties:
Energy relative to the best compared isomer or geometry (same formula, charge and spin) in kJ/mol: 426.5
Frontier orbital gap in eV: 8.26

CARTESIAN COORDINATES (ANGSTROEM)
C 1.613 1.768 -1.172
C -2.052 -0.234 1.545
C -2.530 1.467 -0.348
C 1.716 -0.641 1.493
C 2.808 -0.932 -0.518
C 1.755 1.288 0.221
C -1.560 0.477 0.277
N -1.207 -2.195 -0.183
N 2.227 0.098 0.392
O -0.857 -0.833 -2.279
S -1.504 -0.955 -0.980
H 1.230 2.776 -1.059
H 2.659 1.896 -1.674
H 0.978 1.053 -1.760
H -1.788 -1.236 1.745
H -3.066 -0.093 1.581
H -1.570 0.203 2.381
H -3.537 1.002 -0.561
H -2.828 2.213 0.453
H -2.133 2.142 -1.213
H 1.493 0.029 2.281
H 0.823 -1.126 1.152
H 2.432 -1.354 2.004
H 2.798 -1.938 -0.166
H 2.379 -1.007 -1.488
H 3.882 -0.718 -0.623
H -0.524 0.808 0.416
H -0.615 -2.829 -0.515
H -3.023 -1.134 -1.399

# 3
Computed, not measured: C7H18N2Si in the gas phase, with the ωB97M-V functional and the def2-TZVPD basis.

Computed properties:
SMILES: CC(C)(C)/N=N/[Si](C)(C)C
Energy relative to the best compared isomer or geometry (same formula, charge and spin) in kJ/mol: 179.9
Frontier orbital gap in eV: 8.69

CARTESIAN COORDINATES (ANGSTROEM)
N 0.101 -0.556 -0.326
N -0.058 0.193 0.623
C -1.774 -2.068 -0.022
C 0.503 -2.545 0.902
C 0.081 -2.659 -1.585
C -0.266 -1.946 -0.285
C 0.676 2.201 -1.555
C 1.753 2.279 1.378
C -1.270 2.913 0.806
Si 0.226 1.923 0.291
H -2.371 -1.601 -0.785
H -2.022 -1.556 0.902
H -2.081 -3.113 0.096
H 0.419 -1.934 1.801
H 0.189 -3.565 1.074
H 1.573 -2.573 0.670
H 0.073 -3.753 -1.414
H 1.037 -2.222 -1.973
H -0.621 -2.483 -2.383
H -0.066 1.750 -2.239
H 1.625 1.691 -1.746
H 0.785 3.263 -1.788
H 2.306 3.122 0.994
H 2.382 1.398 1.394
H 1.490 2.517 2.404
H -2.188 2.627 0.282
H -1.408 2.741 1.876
H -1.095 3.954 0.610

# 4
Computed, not measured: a gas-phase ion, C7H18N3 (charge +1), with the ωB97M-V functional and the def2-TZVPD basis.

Computed properties:
Charge: +1
SMILES: C[C@@H]1[C@@H](C)CCN(N)[C@H]1[NH3+]
Energy relative to the best compared isomer or geometry (same formula, charge and spin) in kJ/mol: 337.9
Frontier orbital gap in eV: 10.64

CARTESIAN COORDINATES (ANGSTROEM)
C -0.491 -1.800 -0.517
C 0.875 -1.879 0.138
C -1.211 -0.625 0.127
C -0.596 0.701 -0.288
C 0.959 0.674 0.327
C -2.734 -0.541 -0.086
C -1.257 1.957 0.264
N 1.653 -0.583 -0.114
N 1.933 1.592 -0.409
N 3.028 -0.549 0.127
H -0.501 -1.810 -1.637
H -1.156 -2.636 -0.200
H 0.689 -2.076 1.222
H 1.472 -2.799 -0.093
H -1.087 -0.599 1.220
H -0.403 0.807 -1.369
H 1.006 0.887 1.361
H -3.047 0.363 0.415
H -3.166 -1.517 0.358
H -3.051 -0.604 -1.077
H -1.364 2.537 -0.628
H -0.805 2.623 1.079
H -2.274 1.696 0.651
H 2.791 0.942 -0.056
H 1.878 1.471 -1.400
H 3.308 -1.053 1.062
H 2.076 2.520 -0.024
H 3.492 -1.090 -0.625

# 5
Computed, not measured: 2 unconnected molecules or ions with the total composition C7H18N3, with the ωB97M-V functional and the def2-TZVPD basis.

Computed properties:
Charge: +1
Energy relative to the best compared isomer or geometry (same formula, charge and spin) in kJ/mol: 378.6
Frontier orbital gap in eV: 7.97

CARTESIAN COORDINATES (ANGSTROEM)
C -1.842 -1.395 2.626
C -0.986 -2.355 1.836
C -1.193 -1.091 3.959
C -0.436 2.582 -3.032
C 2.013 2.339 -1.945
C 0.796 1.642 -2.634
C 0.369 0.467 -1.786
N 0.853 -2.805 0.455
N 0.006 -1.925 1.094
N 0.454 0.278 -0.515
H -1.997 -0.473 1.972
H -1.161 -3.388 2.077
H -1.075 -1.944 4.568
H -0.279 -0.523 3.790
H -1.719 -0.355 4.485
H -1.146 2.429 -2.150
H -0.913 2.328 -4.002
H -0.023 3.661 -3.166
H 2.804 1.685 -1.844
H 1.615 2.419 -0.961
H 2.268 3.208 -2.582
H 1.221 1.149 -3.536
H -0.296 -0.165 -2.363
H 0.787 -3.896 0.672
H 1.756 -2.389 0.296
H 0.091 -0.628 -0.149
H 0.897 0.964 0.099
H -2.865 -1.821 2.736

# 6
Computed, not measured: a molecular structure, C7H18N3OSi, with the ωB97M-V functional and the def2-TZVPD basis.

Computed properties:
Charge: +1
Energy relative to the best compared isomer or geometry (same formula, charge and spin) in kJ/mol: 212.4
Frontier orbital gap (spin up / spin down) in eV: 8.03 / 8.03

CARTESIAN COORDINATES (ANGSTROEM)
C 0.080 -0.764 -1.163
C -0.165 -2.918 -1.912
C -1.369 -2.553 -1.147
C 2.156 -1.932 -1.818
C -2.182 -0.322 -0.268
C 0.807 1.945 3.410
C -0.578 3.688 1.218
N 0.747 -1.796 -1.658
N -1.163 -1.114 -0.944
N 0.517 0.408 -0.675
O 0.578 0.758 1.059
Si 0.773 2.382 1.450
H 0.274 -3.834 -1.542
H -0.291 -3.070 -3.025
H -2.246 -2.817 -1.657
H -1.608 -2.949 -0.100
H 2.419 -2.945 -2.192
H 2.526 -1.219 -2.639
H 2.723 -1.656 -0.879
H -1.852 0.628 0.129
H -3.092 -0.084 -0.792
H -2.474 -0.856 0.699
H 1.392 1.045 3.432
H 1.290 2.713 3.943
H -0.196 1.774 3.759
H -1.464 3.232 0.637
H -0.793 4.235 2.230
H -0.199 4.480 0.623
H 1.459 0.588 -1.008
H 1.930 2.953 0.830

# 7
Computed, not measured: a molecular structure, C7H18NP2S, with the ωB97M-V functional and the def2-TZVPD basis.

Computed properties:
Charge: +1
Energy relative to the best compared isomer or geometry (same formula, charge and spin) in kJ/mol: 236.0
Frontier orbital gap in eV: 8.51

CARTESIAN COORDINATES (ANGSTROEM)
C 3.841 0.508 -1.609
C 4.065 0.454 -0.301
C -3.916 -0.915 1.571
C 3.345 -0.601 0.479
C -3.990 -0.669 0.054
C 0.322 -0.007 -0.891
C 0.712 0.954 0.264
N 1.632 2.073 -0.202
P -1.105 -0.445 0.113
P -2.902 0.792 -0.246
S 1.828 0.108 1.410
H 4.362 1.275 -2.136
H 3.290 -0.222 -2.012
H 4.664 0.998 0.284
H -3.230 -1.663 1.690
H -3.701 -0.077 2.154
H -4.805 -1.336 1.985
H 3.835 -1.017 1.231
H 2.919 -1.438 -0.008
H -5.079 -0.249 -0.245
H -3.826 -1.560 -0.459
H 0.045 0.439 -1.780
H 1.086 -0.738 -0.982
H 1.392 2.382 -1.169
H 1.841 2.685 0.545
H 2.561 1.698 -0.341
H -0.465 -0.548 1.373
H -1.546 -1.547 -0.530
H -2.878 1.414 1.162

# 8
Computed, not measured: 2 unconnected molecules or ions with the total composition C7H18NS, with the ωB97M-V functional and the def2-TZVPD basis.

Computed properties:
Charge: +1
Energy relative to the best compared isomer or geometry (same formula, charge and spin) in kJ/mol: 160.3
Frontier orbital gap in eV: 8.48

CARTESIAN COORDINATES (ANGSTROEM)
C 2.386 1.562 -0.634
C -2.335 -0.706 0.879
C -1.315 0.363 -1.142
C -0.568 -1.917 -0.464
C -0.222 1.440 1.415
C 1.978 0.147 -0.464
C -1.032 -0.546 0.021
N 0.012 0.145 0.840
S 3.048 -0.913 0.263
H 1.910 2.097 -1.454
H 2.162 2.285 0.237
H 3.401 1.508 -0.824
H -2.820 0.266 1.036
H -2.941 -1.464 0.247
H -2.163 -1.339 1.901
H -0.331 0.546 -1.722
H -1.669 1.320 -0.802
H -1.860 -0.246 -1.934
H 0.439 -2.010 -0.023
H -1.174 -2.868 -0.137
H -0.612 -2.039 -1.538
H -0.330 2.120 0.539
H -1.175 1.553 2.096
H 0.631 1.684 1.932
H 1.531 -0.330 -1.333
H 0.144 -0.565 1.570
H 2.907 -2.093 -0.506

# 9
Computed, not measured: 2 unconnected molecules or ions with the total composition C7H18NSe, with the ωB97M-V functional and the def2-TZVPD basis.

Computed properties:
Charge: +1
Energy relative to the best compared isomer or geometry (same formula, charge and spin) in kJ/mol: 0.0
Frontier orbital gap in eV: 7.33

CARTESIAN COORDINATES (ANGSTROEM)
C 3.109 -0.787 0.415
C 2.795 1.285 -1.120
C 1.531 -0.966 -1.595
C -2.317 -0.422 -0.893
C -3.541 -0.199 1.185
C -3.272 1.687 -0.255
C 2.168 -0.066 -0.527
N -3.014 0.498 0.051
Se 0.555 0.713 0.516
H 2.564 -1.711 0.854
H 4.093 -1.050 -0.133
H 3.401 -0.189 1.282
H 3.172 1.777 -0.236
H 3.640 1.041 -1.651
H 1.991 1.975 -1.637
H 0.759 -0.376 -2.171
H 2.386 -1.490 -2.177
H 1.075 -1.762 -0.974
H -1.348 -0.717 -0.493
H -2.834 -1.317 -0.706
H -2.460 0.050 -1.898
H -4.393 0.457 1.539
H -3.986 -1.129 0.823
H -2.663 -0.332 1.819
H -2.756 1.887 -1.225
H -3.785 2.460 0.391
H 1.489 1.182 1.432

# 10
Computed, not measured: a molecular structure, C7H19AgN3O4, with the ωB97M-V functional and the def2-TZVPD basis.

Computed properties:
Charge: -1
Energy relative to the best compared isomer or geometry (same formula, charge and spin) in kJ/mol: 0.0
Frontier orbital gap in eV: 5.75

CARTESIAN COORDINATES (ANGSTROEM)
Ag -0.779 -0.011 -0.274
O -1.612 0.386 -2.619
C -1.932 1.749 -2.598
C -2.392 2.544 -1.294
O -2.214 1.990 -0.014
H -2.509 1.978 -3.509
H -0.961 2.235 -2.834
H -3.453 2.785 -1.450
H -1.812 3.476 -1.307
C 1.867 -2.210 1.792
C 2.003 -1.624 0.411
C 1.176 -2.307 -0.658
O -0.174 -2.495 -0.193
C -0.909 -3.086 -1.254
N 1.773 -0.161 0.396
H 2.398 -1.597 2.524
H 2.266 -3.211 1.976
H 0.830 -2.293 2.122
H 3.053 -1.663 0.088
H 1.532 -3.309 -0.918
H 1.233 -1.686 -1.558
H -1.976 -3.207 -1.090
H -0.490 -4.061 -1.538
H -0.789 -2.492 -2.167
H 2.289 0.330 1.119
H 2.169 0.217 -0.459
C 0.319 2.240 2.319
O 1.165 2.300 3.223
N 0.391 2.968 1.152
N -0.746 1.413 2.349
H -0.452 2.813 0.577
H 1.151 3.570 0.920
H -1.371 1.412 1.553
H -1.043 1.007 3.215

# 11
Computed, not measured: 2 unconnected molecules or ions with the total composition C7H19BO3, with the ωB97M-V functional and the def2-TZVPD basis.

Computed properties:
SMILES: COCCOC.BOCCC
Frontier orbital gap in eV: 10.12

CARTESIAN COORDINATES (ANGSTROEM)
B 1.230 -2.677 -0.977
O 0.493 -2.944 -2.130
C -0.767 -3.557 -1.869
C -1.672 -2.753 -0.906
C -1.862 -1.260 -1.365
H 1.105 -3.319 0.021
H 2.001 -1.771 -1.010
H -1.298 -3.587 -2.836
H -0.697 -4.602 -1.527
H -2.673 -3.214 -0.989
H -1.392 -2.840 0.153
H -1.658 -0.651 -0.474
H -1.122 -0.959 -2.117
H -2.889 -1.135 -1.726
C 1.010 2.808 2.916
O 1.515 3.290 1.681
C 2.120 2.272 0.896
C 1.174 1.734 -0.164
O 0.050 1.081 0.410
C -1.096 1.916 0.470
H 0.297 3.540 3.294
H 0.502 1.848 2.804
H 1.827 2.705 3.637
H 2.488 1.463 1.534
H 2.983 2.723 0.397
H 1.707 0.988 -0.761
H 0.851 2.534 -0.837
H -1.589 1.946 -0.507
H -0.850 2.932 0.784
H -1.789 1.490 1.197

# 12
Computed, not measured: 2 unconnected molecules or ions with the total composition C7H19BO6P, with the ωB97M-V functional and the def2-TZVPD basis.

Computed properties:
Charge: -1
Energy relative to the best compared isomer or geometry (same formula, charge and spin) in kJ/mol: 89.3
Frontier orbital gap in eV: 5.12

CARTESIAN COORDINATES (ANGSTROEM)
C 3.953 -1.464 -0.379
O 3.012 -0.772 0.419
C 3.064 0.649 0.219
C 1.756 1.106 -0.463
C 0.535 1.284 0.494
P -0.676 -0.182 0.546
C -2.025 -1.655 0.736
C -1.354 -2.992 0.804
O -1.257 -3.648 1.823
O -0.800 -3.450 -0.383
B -1.352 0.128 -1.232
O -2.293 1.034 -1.548
O -0.776 -0.669 -2.281
H 4.122 -2.433 0.129
H 4.941 -0.966 -0.401
H 3.576 -1.666 -1.398
H 3.888 0.881 -0.491
H 3.303 1.202 1.145
H 1.578 0.431 -1.320
H 1.964 2.105 -0.902
H 0.926 1.415 1.529
H 0.011 2.227 0.254
H -1.354 0.480 1.608
H 0.339 -1.111 0.906
H -2.678 -1.505 1.609
H -2.691 -1.625 -0.149
H -0.903 -4.409 -0.427
H -2.130 1.286 -2.474
H -1.238 -1.513 -2.352
C -3.066 3.144 0.779
O -2.251 2.300 0.126
H -2.613 3.765 1.604
H -3.567 3.936 0.161
H -3.945 2.687 1.308

Total energy readings, ordered: -36789.589, -23407.353, -18408.780, -12012.854, -12012.433, -21937.561, -38441.645, -19866.865, -74378.274, -24225.667, -14384.592, -29815.324 eV